(w)
{"formula": "C2H3Cl3", "method": "ωB97M-V with the def2-TZVPD basis set", "e_homo_ev": -10.74, "charge": 0, "homo_lumo_gap_ev": 11.364, "species": ["C", "C", "Cl", "Cl", "Cl", "H", "H", "H"], "coordinates": [[0.32915, 0.04942, 0.84323], [-0.46367, -0.28059, -0.58752], [-1.99759, -1.02149, -0.80989], [0.84376, -0.81108, -1.54370], [-0.81205, 1.47946, -1.25096], [1.29149, 0.45144, 0.37397], [-0.05611, 0.97094, 1.66607], [0.86502, -0.83810, 1.30880]], "lowdin_charge": [-0.2365, -1.6070, 0.5911, 0.6145, 0.3969, 0.0216, 0.1527, 0.0666]}

***

(x)
{"formula": "C2H3Cl3", "method": "ωB97M-V with the def2-TZVPD basis set", "e_homo_ev": -9.42, "charge": 0, "homo_lumo_gap_ev": 10.240, "species": ["C", "C", "Cl", "Cl", "Cl", "H", "H", "H"], "coordinates": [[-0.21097, -0.55358, -0.35996], [0.15906, 1.09071, 0.87382], [0.77838, -1.78383, 0.35031], [-1.35217, 1.28881, 1.71681], [0.47852, 2.45148, -0.07672], [0.10662, -0.31574, -1.41955], [-1.27217, -0.48661, -0.20507], [0.90871, 0.80835, 1.69484]], "lowdin_charge": [-0.5665, -1.1826, 0.5410, 0.5228, 0.5707, 0.0570, 0.0042, 0.0534]}

***

In order of decreasing stability: (w), (x).

***

(w)
{"formula": "C6H12O", "method": "ωB97M-V with the def2-TZVPD basis set", "e_homo_ev": -10.12, "charge": 0, "homo_lumo_gap_ev": 11.109, "species": ["C", "C", "O", "C", "C", "C", "C", "H", "H", "H", "H", "H", "H", "H", "H", "H", "H", "H", "H"], "coordinates": [[1.88968, -0.85936, -0.52012], [0.68855, -0.19388, 0.15851], [1.07749, 0.01814, 1.53313], [0.12811, 1.15589, -0.33423], [-1.22613, 1.17510, 0.39622], [-1.83643, -0.15623, -0.02804], [-0.58939, -1.08706, -0.05402], [2.83415, -0.30536, -0.42400], [1.70164, -1.06698, -1.57794], [2.03249, -1.81216, 0.00473], [1.56118, 0.86361, 1.50927], [0.74492, 2.03402, -0.09633], [0.00232, 1.11516, -1.42403], [-1.01560, 1.09451, 1.47001], [-1.84814, 2.05432, 0.20904], [-2.31048, -0.05395, -1.01737], [-2.61989, -0.50984, 0.64961], [-0.52036, -1.51238, -1.06370], [-0.69411, -1.95355, 0.60927]], "lowdin_charge": [-0.0343, -0.5471, -0.0417, -0.1324, -0.1954, -0.1864, -0.1114, 0.0827, 0.0796, 0.0883, 0.0994, 0.1174, 0.1242, 0.1106, 0.1088, 0.1076, 0.1032, 0.1084, 0.1186]}

***

(x)
{"formula": "C6H12O", "method": "ωB97M-V with the def2-TZVPD basis set", "e_homo_ev": -9.99, "charge": 0, "homo_lumo_gap_ev": 10.952, "species": ["C", "C", "C", "C", "C", "C", "H", "H", "H", "H", "H", "H", "H", "H", "H", "H", "O", "H", "H"], "coordinates": [[0.74153, 1.70972, 0.63326], [-0.15295, 0.93088, 0.04444], [-1.50488, 0.75292, -0.49670], [-0.54733, -0.42751, -0.33603], [-0.72486, -1.44061, 0.77508], [0.60125, -2.09072, 1.16325], [0.55923, 2.76954, 0.79390], [1.70226, 1.31525, 0.95770], [-1.71202, 1.08076, -1.51389], [-2.34084, 0.84412, 0.19388], [-0.14486, -0.80788, -1.27662], [-1.14311, -0.92114, 1.64660], [-1.45529, -2.20561, 0.48240], [1.03837, -2.63176, 0.31686], [0.46977, -2.79923, 1.98716], [1.32927, -1.33659, 1.48481], [1.24060, 1.50370, -2.56700], [1.19257, 1.37486, -1.60708], [0.85130, 2.37930, -2.68204]], "lowdin_charge": [0.0522, -0.3128, -0.0484, -0.2559, -0.2280, -0.1024, 0.0666, 0.0669, 0.1065, 0.1094, 0.1468, 0.1159, 0.1109, 0.0754, 0.0702, 0.0697, -0.0680, -0.0147, 0.0397]}

***

(y)
{"formula": "C6H12O", "method": "ωB97M-V with the def2-TZVPD basis set", "e_homo_ev": -7.53, "charge": 0, "homo_lumo_gap_ev": 8.346, "species": ["C", "C", "C", "C", "C", "C", "O", "H", "H", "H", "H", "H", "H", "H", "H", "H", "H", "H", "H"], "coordinates": [[-0.24805, 1.28119, 1.87262], [-1.28676, 0.49248, 1.05844], [-0.79500, -0.86197, 0.60885], [-0.98011, -1.39331, -0.61905], [0.91613, -0.76897, -1.68191], [1.17995, 0.70671, -1.47977], [1.97042, -1.43791, -1.18986], [-0.64853, 2.25307, 2.19212], [0.66158, 1.46050, 1.28582], [0.04019, 0.72265, 2.77458], [-1.60967, 1.07356, 0.18092], [-2.18988, 0.36174, 1.68062], [-0.21711, -1.42627, 1.35001], [-1.61847, -0.90746, -1.35965], [-0.76191, -2.44352, -0.82103], [1.61510, 1.05657, -2.43179], [1.89150, 0.95638, -0.67739], [0.24126, 1.25517, -1.34264], [1.83935, -2.38064, -1.40090]], "lowdin_charge": [-0.1138, -0.2724, -0.1922, -0.0982, -0.1652, -0.1222, -0.0224, 0.0707, 0.0537, 0.0726, 0.1009, 0.1076, 0.1097, 0.0798, 0.0689, 0.0824, 0.0691, 0.0638, 0.1069]}

***

(z)
{"formula": "C6H12O", "method": "ωB97M-V with the def2-TZVPD basis set", "e_homo_ev": -9.48, "charge": 0, "homo_lumo_gap_ev": 10.449, "species": ["C", "C", "O", "C", "C", "C", "C", "H", "H", "H", "H", "H", "H", "H", "H", "H", "H", "H", "H"], "coordinates": [[-1.93717, -0.58815, -0.07050], [-0.54368, -1.08997, -0.41244], [-0.31531, -1.04078, -1.83332], [0.47752, 0.13387, -1.69463], [0.62280, -0.05525, -0.09982], [1.65865, -0.25519, 1.11547], [0.21592, 1.29232, 0.62891], [-2.70300, -1.28348, -0.42576], [-2.03856, -0.47712, 1.01440], [-2.12901, 0.38596, -0.53472], [-0.42614, -2.12822, -0.05902], [-0.17729, 1.01508, -1.87140], [1.27442, 0.18087, -2.44581], [1.28718, -1.13610, 1.62309], [1.70299, 0.49614, 1.95406], [2.67664, -0.30653, 0.77315], [-0.22950, 1.15668, 1.62973], [-0.48108, 1.70739, -0.05372], [1.06461, 1.99247, 0.76232]], "lowdin_charge": [-0.0448, -0.3177, -0.1020, -0.1134, -0.2858, -0.0643, -0.1222, 0.0825, 0.0850, 0.0811, 0.1445, 0.1108, 0.1143, 0.0699, 0.0768, 0.0640, 0.0908, 0.0374, 0.0930]}

***

In order of decreasing stability: (w), (x), (z), (y).

***

(w)
{"formula": "C6H12O", "method": "ωB97M-V with the def2-TZVPD basis set", "e_homo_ev": [-6.48, -7.47], "charge": 0, "homo_lumo_gap_ev": [7.235, 8.418], "species": ["C", "C", "C", "C", "C", "C", "O", "H", "H", "H", "H", "H", "H", "H", "H", "H", "H", "H", "H"], "coordinates": [[2.49846, -0.18979, 0.09123], [1.35656, 0.21365, -0.82560], [0.03288, 0.03738, -0.16473], [-0.88881, 1.22244, -0.16851], [-2.01234, 0.47568, -0.66829], [-1.19008, -1.25492, 1.19413], [-0.22737, -1.25127, 0.16031], [2.46902, 0.41898, 1.00001], [2.36917, -1.23392, 0.35917], [3.46749, -0.05250, -0.40552], [1.55689, 1.24989, -1.10698], [1.37763, -0.39085, -1.72418], [-0.94381, -0.32522, 1.76297], [-1.11457, 1.88348, 0.66915], [-0.54480, 1.83757, -1.00660], [-2.10159, 0.29749, -1.71848], [-2.93598, 0.58116, -0.12084], [-0.94954, -2.07538, 1.84855], [-2.21921, -1.44386, 0.82422]], "lowdin_charge": [-0.0966, -0.2090, -0.3174, -0.2437, -0.0469, -0.0882, -0.1027, 0.0796, 0.0690, 0.0756, 0.1100, 0.1142, 0.1169, 0.1162, 0.1201, 0.0615, 0.0578, 0.0843, 0.0995]}

***

(x)
{"formula": "C6H12O", "method": "ωB97M-V with the def2-TZVPD basis set", "e_homo_ev": -9.54, "charge": 0, "homo_lumo_gap_ev": 10.563, "species": ["C", "C", "C", "O", "C", "C", "C", "H", "H", "H", "H", "H", "H", "H", "H", "H", "H", "H", "H"], "coordinates": [[-2.49604, 0.32941, 0.44848], [-1.06007, -0.05046, 0.14700], [-0.50842, -0.80223, -1.03975], [0.62344, -1.41952, -0.24709], [1.24772, -0.28095, 0.42216], [2.47343, 0.10271, -0.38461], [0.13883, 0.80954, 0.52450], [-3.16738, -0.48303, 0.14052], [-2.86701, 1.26624, 0.02449], [-2.56837, 0.40462, 1.54245], [-0.82539, -0.96482, 0.71733], [-1.23190, -1.53013, -1.45023], [-0.02535, -0.25992, -1.85623], [1.55729, -0.56352, 1.44305], [3.21227, -0.70486, -0.34864], [2.93092, 1.02448, -0.00932], [2.18797, 0.25242, -1.43189], [0.34532, 1.63763, -0.17058], [0.03272, 1.23236, 1.52836]], "lowdin_charge": [-0.0531, -0.3748, -0.1060, -0.1647, -0.3708, -0.0542, -0.1077, 0.0771, 0.0709, 0.0796, 0.1390, 0.1315, 0.1129, 0.1447, 0.0807, 0.0821, 0.0776, 0.1190, 0.1162]}

***

In order of decreasing stability: (x), (w).

***

(w)
{"formula": "C6H12O", "method": "ωB97M-V with the def2-TZVPD basis set", "e_homo_ev": -10.10, "charge": 0, "homo_lumo_gap_ev": 11.105, "species": ["C", "C", "C", "C", "C", "C", "H", "H", "H", "H", "H", "H", "H", "H", "H", "H", "O", "H", "H"], "coordinates": [[1.42284, -1.07984, 0.06000], [-0.05634, -1.15417, 0.49938], [-0.46700, 0.31663, 0.76828], [-0.60985, 1.53933, -0.14217], [0.71637, 1.19353, 0.44166], [1.56135, 0.33659, -0.50484], [1.69563, -1.85956, -0.65784], [2.07698, -1.19730, 0.93186], [-0.15254, -1.66354, 1.46469], [-0.65196, -1.75073, -0.20313], [-1.01504, 0.47131, 1.69317], [-0.70563, 1.52278, -1.22485], [-1.16301, 2.35789, 0.31623], [1.20517, 1.79212, 1.20667], [1.10205, 0.35557, -1.50538], [2.59192, 0.68253, -0.61788], [-2.65614, -0.73394, -1.20105], [-1.74634, -0.55804, -0.93837], [-3.14847, -0.57118, -0.38645]], "lowdin_charge": [-0.1796, -0.1558, -0.2378, -0.0885, -0.2536, -0.1574, 0.1058, 0.1101, 0.1098, 0.0952, 0.1271, 0.1025, 0.1041, 0.1361, 0.1149, 0.1102, -0.0645, -0.0255, 0.0470]}

***

(x)
{"formula": "C6H12O", "method": "ωB97M-V with the def2-TZVPD basis set", "e_homo_ev": -7.82, "charge": 0, "homo_lumo_gap_ev": 7.583, "species": ["C", "C", "C", "C", "C", "C", "H", "H", "H", "H", "H", "H", "H", "H", "H", "H", "O", "H", "H"], "coordinates": [[0.76102, -1.65094, 0.05524], [1.11860, -0.32619, 0.37264], [2.49709, 0.24712, 0.31652], [0.08658, 0.69184, 0.62065], [-1.17544, 0.67169, 0.20415], [-2.14465, 1.77966, 0.43791], [0.82109, -1.03775, -0.95262], [1.42815, -2.45200, 0.34608], [2.83829, 0.69555, 1.25962], [2.62190, 0.97572, -0.47624], [3.28200, -0.50926, 0.20591], [0.43927, 1.59862, 1.11736], [-1.53923, -0.25099, -0.22901], [-3.11775, 1.39196, 0.69934], [-1.83444, 2.42706, 1.25904], [-2.21851, 2.42514, -0.43936], [-1.59051, -2.45985, -1.51064], [-0.81687, -2.20363, -0.93678], [-1.45659, -2.01373, -2.34980]], "lowdin_charge": [-0.0373, -0.3457, -0.0637, -0.0929, -0.1149, -0.0853, 0.1554, 0.0427, 0.0877, 0.0926, 0.0836, 0.1167, 0.0939, 0.0722, 0.0758, 0.0814, -0.1275, -0.0494, 0.0146]}

***

In order of decreasing stability: (w), (x).